[1]
This record from the OMol25 dataset describes a 2-piece molecular cluster, C3H9N2O2P overall. The level of theory is ωB97M-V/def2-TZVPD.

Atoms and positions in Å:
C -1.3716 -0.6824 0.8778
C -2.3526 -1.0248 -0.2834
C 3.4051 -0.1011 0.1914
N -0.2042 2.0572 -0.9356
N 2.4578 0.2908 0.9908
O -0.1865 -0.1506 0.3123
O -2.0899 0.0503 -1.1848
P -0.5159 0.3762 -1.2675
H -1.8601 0.1636 1.3463
H -1.1100 -1.6101 1.4892
H -2.1905 -1.9851 -0.8133
H -3.4255 -1.0580 0.1813
H 3.3710 -1.0427 -0.4848
H 4.3911 0.3769 0.1002
H 0.2495 1.7558 0.1739
H -0.0918 2.6537 -1.8264
H 1.5241 -0.0696 1.1325

Atoms 1-3, force components in eV/Å:
C -0.511 -1.541 -0.159
C -0.676 -0.299 1.167
C -2.679 -1.528 0.664

Values from the calculation:
ΔE to the lowest compared entry with this formula, charge and spin ... 4.9613 eV
HOMO-LUMO gap ... 9.5 eV
HOMO ... -8.6 eV
Strongest force on any atom ... 5.10 eV/A
Total charge ... 0
Lowest unoccupied orbital energy ... 0.9 eV
E ... -19618.42609 eV
Structure (SMILES) ... NP1OCCO1.C=N

Here are the natural (NBO) charges for atoms 1 to 8, given in e: C -0.108; C -0.100; C -0.034; N -1.296; N -0.656; O -0.830; O -0.822; P 1.464



[2]
This record from the OMol25 dataset describes a 2-piece molecular cluster, C3H9N2O3 overall. The level of theory is ωB97M-V/def2-TZVPD.

Atoms and positions in Å:
N -1.3779 2.8489 -0.4011
C -0.9009 2.1379 0.7246
O -0.0946 1.1160 0.3956
O -1.1959 2.4672 1.8589
H -0.7957 2.7680 -1.2342
H -1.8328 3.7444 -0.1991
H -0.1858 0.4030 -0.3289
C 0.9498 -2.9285 -0.5105
O 1.9195 -3.3592 0.3477
C 0.9483 -1.3484 -0.4718
N -0.1987 -0.7405 -1.3017
H 1.0286 -3.2938 -1.5486
H -0.0859 -3.1958 -0.1653
H 0.8203 -1.0859 0.6203
H 1.8998 -0.9819 -0.8561
H -0.9508 -1.4395 -1.3507
H 0.1228 -0.6353 -2.2879

Atoms 1-3, force components in eV/Å:
N 0.209 -0.110 0.398
C 0.059 -0.359 -1.027
O -0.044 1.703 2.112

Values from the calculation:
ΔE to the lowest compared entry with this formula, charge and spin ... 2.2957 eV
HOMO-LUMO gap ... 6.0 eV
HOMO ... -2.6 eV
Strongest force on any atom ... 2.71 eV/A
Total charge ... -1
Lowest unoccupied orbital energy ... 3.3 eV
E ... -12379.82663 eV

Here are the natural (NBO) charges for atoms 1 to 8, given in e: N -0.888; C 0.905; O -0.772; O -0.656; H 0.385; H 0.385; H 0.518; C -0.028



[3]
This record from the OMol25 dataset describes an isolated ion of composition C3H9N2S and charge -1. The level of theory is ωB97M-V/def2-TZVPD.

Atoms and positions in Å:
N -0.6840 -1.1073 0.6056
C -0.2602 -0.1010 -0.3747
C 0.8747 -0.6325 -1.3767
S 0.5331 -2.3668 -1.9965
C 0.1434 1.0751 0.3437
N -0.8447 1.6484 1.3871
H -1.1355 -1.9055 0.0800
H 0.1356 -1.7484 0.9809
H -1.1259 0.0718 -0.8791
H 1.1239 0.0989 -2.0935
H 1.8171 -0.8974 -0.7546
H 1.1519 1.0613 0.8438
H 0.3697 1.9473 -0.3261
H -0.4225 1.7029 2.2968
H -1.6765 1.1532 1.2634

Atoms 1-3, force components in eV/Å:
N 0.886 -3.631 0.722
C 2.917 -3.530 0.454
C 0.210 -2.365 2.938

Values from the calculation:
ΔE to the lowest compared entry with this formula, charge and spin ... 1.3959 eV
HOMO-LUMO gap ... 6.6 eV
HOMO ... -2.5 eV
Strongest force on any atom ... 5.67 eV/A
Total charge ... -1
Lowest unoccupied orbital energy ... 4.1 eV
E ... -17072.13023 eV
Structure (SMILES) ... NC[C@H](N)C[S-]

Here are the natural (NBO) charges for atoms 1 to 8, given in e: N -0.875; C -0.122; C -0.516; S -0.739; C -0.202; N -0.876; H 0.385; H 0.350



[4]
This record from the OMol25 dataset describes a 3-piece molecular cluster, C3H9N2S overall. The level of theory is ωB97M-V/def2-TZVPD.

Atoms and positions in Å:
C 0.0762 -0.4814 0.2852
C 1.3090 -0.2365 -0.6614
S 2.8809 0.1391 0.2424
N -1.1748 -0.4957 -0.4412
C -2.0698 0.3751 -0.0380
N -3.3659 0.4158 -0.3539
H 0.1459 0.3078 1.0411
H 0.3629 -1.4386 0.7457
H 1.5497 -1.2389 -1.0415
H 1.0911 0.3081 -1.5745
H 1.0198 1.6687 -0.0363
H -3.7831 0.1645 2.5889
H -1.8460 1.1538 0.7135
H -3.5649 -0.3709 -0.9764
H -4.3269 -0.0035 2.0974

Atoms 1-3, force components in eV/Å:
C 1.052 0.718 -1.368
C 0.424 -2.299 0.303
S -0.363 0.660 -0.196

Values from the calculation:
ΔE to the lowest compared entry with this formula, charge and spin ... 2.7139 eV
HOMO-LUMO gap (alpha / beta) ... 5.3 / 5.3 eV
HOMO (alpha / beta) ... 0.8 / 0.8 eV
Strongest force on any atom ... 2.36 eV/A
Total charge ... -2
Spin multiplicity ... 2
Lowest unoccupied orbital energy (alpha / beta) ... 6.1 / 6.1 eV
E ... -17066.24052 eV
<S²> ... 0.756

Here are the natural (NBO) charges for atoms 1 to 8, given in e: C -0.244; C -0.554; S -0.703; N -0.691; C 0.251; N -0.979; H 0.162; H 0.149



[5]
This record from the OMol25 dataset describes a 2-piece molecular cluster, C3H9N2S overall. The level of theory is ωB97M-V/def2-TZVPD.

Atoms and positions in Å:
C 0.6287 0.2897 0.9109
C -0.2033 -0.8463 -1.4972
C -0.8723 -1.0179 -0.2253
N 0.3107 0.7535 2.0969
N 1.6402 0.8377 0.2645
S -2.3725 -0.3872 0.1833
H -0.9283 -0.9736 -2.3369
H 0.3870 0.0786 -1.5143
H 0.5740 -1.5398 -1.8361
H -0.5759 -1.8064 0.5103
H -0.6535 0.5534 2.3378
H 0.8368 1.6084 2.3275
H 1.6590 0.5520 -0.7181
H 2.2338 1.6641 0.4985
H -2.6643 0.2337 -1.0020

Atoms 1-3, force components in eV/Å:
C -0.534 0.138 -0.796
C 0.550 -0.478 -2.806
C 2.492 -0.009 3.342

Values from the calculation:
ΔE to the lowest compared entry with this formula, charge and spin ... 2.6212 eV
HOMO-LUMO gap ... 9.1 eV
HOMO ... -13.6 eV
Strongest force on any atom ... 4.17 eV/A
Total charge ... +1
Lowest unoccupied orbital energy ... -4.4 eV
E ... -17063.54546 eV

Here are the natural (NBO) charges for atoms 1 to 8, given in e: C 0.409; C -0.717; C -0.204; N -0.770; N -0.785; S 0.230; H 0.265; H 0.228



[6]
This record from the OMol25 dataset describes a 2-piece molecular cluster, C3H9N3 overall. The level of theory is ωB97M-V/def2-TZVPD.

Atoms and positions in Å:
C -2.7404 1.2185 1.2951
C -1.2305 -0.5351 1.6153
N -2.3169 0.0185 1.9603
H -2.2288 2.0961 1.7302
H -2.4994 1.3637 0.2450
H -3.7869 1.4617 1.4387
H -1.1866 -1.6239 1.6011
H -0.3221 0.0870 1.5608
N 1.0173 -0.0443 -2.0358
C 2.0786 -0.4307 -1.2191
N 3.2748 -0.5118 -1.5956
H 0.4901 0.6967 -1.5876
H 1.3261 0.3895 -2.9005
H 1.6555 -0.7513 -0.2576
H 3.9053 -0.6788 -0.8182

Atoms 1-3, force components in eV/Å:
C 1.092 2.753 1.517
C -0.072 0.785 1.527
N -1.421 -1.960 -2.486

Values from the calculation:
ΔE to the lowest compared entry with this formula, charge and spin ... 2.7423 eV
HOMO-LUMO gap ... 9.5 eV
HOMO ... -9.0 eV
Strongest force on any atom ... 3.47 eV/A
Total charge ... 0
Lowest unoccupied orbital energy ... 0.5 eV
E ... -7724.83166 eV
Structure (SMILES) ... [H]/N=C/N.C=NC

Here are the natural (NBO) charges for atoms 1 to 8, given in e: C -0.456; C -0.031; N -0.410; H 0.184; H 0.198; H 0.210; H 0.174; H 0.131



[7]
This record from the OMol25 dataset describes one molecule with the formula C3H9N3. The level of theory is ωB97M-V/def2-TZVPD.

Atoms and positions in Å:
C 2.9374 0.2309 0.1518
C -0.5150 -0.2078 -0.3925
C -1.8322 0.5280 -0.2666
H 2.9410 0.8635 1.0648
H 3.0120 0.9188 -0.7392
H 3.7307 -0.5017 0.1721
H 1.6878 -1.2029 -0.6861
H -0.5616 -1.2323 -0.7848
H -2.1647 0.7462 -1.2698
H -1.6316 1.5036 0.1935
H -2.5707 -0.5162 1.3009
H -3.2604 -0.9910 -0.1565
N 1.6792 -0.5159 0.0772
N 0.5721 0.2722 0.0742
N -2.9261 -0.1699 0.4127

Atoms 1-3, force components in eV/Å:
C -0.989 1.021 -0.539
C 0.040 0.019 0.725
C 0.457 0.272 -0.356

Values from the calculation:
ΔE to the lowest compared entry with this formula, charge and spin ... 1.8555 eV
HOMO-LUMO gap ... 9.6 eV
HOMO ... -8.5 eV
Strongest force on any atom ... 1.61 eV/A
Total charge ... 0
Lowest unoccupied orbital energy ... 1.1 eV
E ... -7725.71852 eV
Structure (SMILES) ... CN/N=C/CN

Here are the natural (NBO) charges for atoms 1 to 8, given in e: C -0.410; C 0.009; C -0.266; H 0.210; H 0.175; H 0.202; H 0.334; H 0.136



[8]
This record from the OMol25 dataset describes a 2-piece molecular cluster, C3H9N3 overall. The level of theory is ωB97M-V/def2-TZVPD.

Atoms and positions in Å:
C 2.2961 1.2820 0.1434
C 1.4668 2.3229 0.0982
N 0.0888 2.2394 0.0844
H 2.0031 0.2487 0.0572
H 3.3622 1.2574 -0.0600
H 1.7600 3.3709 -0.0132
H -0.2572 1.2748 0.0484
H -0.5537 2.8343 0.5740
N -1.5898 -1.9974 -1.2070
C -1.4990 -1.9053 0.1622
N -0.8362 -2.7021 0.8873
H -2.4978 -2.0879 -1.6357
H -0.9323 -2.6126 -1.6648
H -2.0230 -1.0782 0.6603
H -0.7880 -2.4469 1.8652

Atoms 1-3, force components in eV/Å:
C 0.780 -0.545 -0.925
C -0.119 0.869 0.240
N -0.895 -1.961 -0.549

Values from the calculation:
ΔE to the lowest compared entry with this formula, charge and spin ... 1.6582 eV
HOMO-LUMO gap ... 9.2 eV
HOMO ... -8.2 eV
Strongest force on any atom ... 2.22 eV/A
Total charge ... 0
Lowest unoccupied orbital energy ... 0.9 eV
E ... -7725.91574 eV
Structure (SMILES) ... [H]/N=C/N.C=CN

Here are the natural (NBO) charges for atoms 1 to 8, given in e: C -0.536; C 0.018; N -0.826; H 0.192; H 0.207; H 0.189; H 0.369; H 0.385



Question: E of number 6 (C3H9N3)?
Answer: -7724.83166 eV



Question: Which of these has the lowest E?
Answer: C3H9N2O2P